11
Properties=species:S:1:pos:R:3:mulliken_charge:R:1 method="wB97M-V/def2-TZVPD" lumo_ev=-0.16 spin_multiplicity=1 total_energy_ha=-5606.63000 homo_ev=-9.8 homo_lumo_gap_ev=9.61 e_above_lowest_kj_mol=170.8 mol_weight_g_mol=231.9 smiles="BrPBr.C=C=C"
Br 0.55428 -0.74937 -2.96711 -0.137
P 2.58708 -1.17636 -2.08661 0.067
Br 2.05659 -1.40422 0.09144 -0.061
H 2.86395 0.30678 -2.22230 0.126
C -1.20687 -0.59176 1.88653 -0.721
C -1.26809 0.39190 1.03380 0.358
C -1.07676 1.29354 0.12114 -0.566
H -0.30188 -0.55816 2.52199 0.245
H -2.09695 -0.98888 2.17332 0.304
H -1.35196 2.37848 0.31078 0.194
H -0.75940 1.09806 -0.86299 0.191

***

12
Properties=species:S:1:pos:R:3:mulliken_charge:R:1 method="wB97M-V/def2-TZVPD" lumo_ev="-0.02 / -1.76" spin_multiplicity=1 total_energy_ha=-3361.78132 homo_ev="-8.8 / -6.5" homo_lumo_gap_ev="8.82 / 4.73" e_above_lowest_kj_mol=383.6 mol_weight_g_mol=390.8
C 0.52353 -0.92214 0.89480 -0.635
C -1.47893 1.43514 -0.78810 -0.483
C 1.38638 -0.39785 -0.13358 0.279
O 1.41983 -1.01200 -1.32487 -0.449
Br -1.16525 2.51255 0.79491 -0.043
I -2.74150 -0.25856 -0.32648 0.110
I 2.55259 1.26225 0.01354 0.123
H -0.49094 -0.40601 0.70810 -0.206
H 0.45655 -2.05104 0.95732 0.345
H 0.67080 -0.57672 1.94995 0.311
H -1.97566 2.16102 -1.46354 0.353
H 0.84259 -1.74662 -1.28206 0.295

***

15
Properties=species:S:1:pos:R:3:mulliken_charge:R:1 method="wB97M-V/def2-TZVPD" lumo_ev="-0.12 / -3.62" spin_multiplicity=3 total_energy_ha=-3344.46397 homo_ev="-6.4 / -9.8" homo_lumo_gap_ev="6.26 / 6.16" mol_weight_g_mol=325.9
C -1.63889 -0.46428 0.00477 -0.809
C 1.05544 0.23455 0.97131 -0.530
C 1.63561 0.52959 -0.20587 0.932
N 0.54340 1.21436 1.83690 1.172
O 0.26295 0.88783 2.98826 -0.700
O 0.48261 2.37924 1.48347 -0.831
O 2.14782 -0.43204 -0.95548 -0.460
O 1.44276 1.66372 -0.83827 -0.474
Br 1.58088 -1.38469 1.84556 0.055
I -1.85732 1.12253 -1.42221 0.052
H -2.30929 -1.48033 -0.26327 0.339
H -0.68318 -0.84841 0.04190 0.177
H -2.03463 -0.06576 0.93609 0.321
H 1.83906 -0.38198 -1.85828 0.355
H 0.83459 2.34557 -0.33043 0.398

***

11
Properties=species:S:1:pos:R:3:mulliken_charge:R:1 method="wB97M-V/def2-TZVPD" lumo_ev=0.89 spin_multiplicity=1 total_energy_ha=-2800.71954 homo_ev=-8.2 homo_lumo_gap_ev=9.10 e_above_lowest_kj_mol=181.1 mol_weight_g_mol=149.0
C 0.00381 -0.14879 -0.08640 0.574
C -1.02632 0.67226 0.04553 -0.105
C 0.88624 -0.88718 -1.10550 -1.093
N 0.47161 0.14193 1.19292 -0.316
N -0.66335 1.12156 1.32698 -0.337
Br -2.78652 0.90849 -0.80419 -0.187
H 0.31609 -1.59010 -1.69505 0.311
H 1.13988 -0.18706 -1.84151 0.309
H 1.59980 -1.44633 -0.45984 0.332
H 1.44107 0.41663 1.31447 0.237
H -1.38231 0.99858 2.11260 0.276

***

12
Properties=species:S:1:pos:R:3:mulliken_charge:R:1 method="wB97M-V/def2-TZVPD" lumo_ev=-4.88 spin_multiplicity=1 total_energy_ha=-3141.78681 total_charge=+1 homo_ev=-13.3 homo_lumo_gap_ev=8.40 e_above_lowest_kj_mol=261.8 mol_weight_g_mol=180.0 smiles="BrC1=CN[PH2]=C=[NH+]1"
Br 3.16170 0.29237 0.04062 -0.140
C 1.25495 0.00904 -0.03145 0.291
C 0.47583 1.12865 -0.04667 -0.059
N -0.91710 1.27353 -0.17985 -0.349
P -1.52686 -0.43364 -0.08335 0.127
C -0.13166 -2.08534 0.02942 -0.009
N 0.95649 -1.38945 0.00718 -0.131
H 1.02469 2.06449 -0.00468 0.343
H -1.35744 2.05542 0.28921 0.324
H -2.41977 -0.48947 -1.13217 0.182
H -2.33825 -0.47705 1.03269 0.173
H 1.81742 -1.94857 0.07904 0.248

***

12
Properties=species:S:1:pos:R:3:mulliken_charge:R:1 method="wB97M-V/def2-TZVPD" lumo_ev=-5.57 spin_multiplicity=1 total_energy_ha=-2855.09682 total_charge=+1 homo_ev=-14.7 homo_lumo_gap_ev=9.15 e_above_lowest_kj_mol=554.2 mol_weight_g_mol=163.0
C -1.24157 1.02905 -0.00408 -0.006
C 1.88715 0.47558 0.03386 0.530
C -1.73477 -0.72604 0.01276 -0.864
N 1.85440 1.71105 0.08156 -0.486
N 0.76474 -0.40855 0.15216 -0.193
N -0.46292 0.10018 0.17213 0.241
Br 3.47408 -0.60478 0.05123 -0.043
H 0.98041 2.23114 0.00527 0.261
H -2.66784 -0.13477 -0.52441 0.426
H -1.55250 -1.49218 -0.77413 0.451
H -2.00712 -0.83601 1.05633 0.352
H 0.70595 -1.34468 -0.26268 0.330

***

13
Properties=species:S:1:pos:R:3:mulliken_charge:R:1 method="wB97M-V/def2-TZVPD" lumo_ev="-0.89 / -0.26" spin_multiplicity=1 total_energy_ha=-2910.14933 homo_ev="-9.4 / -8.1" homo_lumo_gap_ev="8.47 / 7.82" e_above_lowest_kj_mol=545.0 mol_weight_g_mol=177.0
C -1.44625 1.35347 0.85735 -0.079
C 1.91553 -1.52009 -0.19398 -0.917
C -0.87583 -0.70061 -0.53651 -0.388
N -0.93269 2.55707 0.92417 -0.304
N 0.04772 2.58651 -0.04662 -0.319
N 0.14282 1.50386 -0.66978 -0.190
N -0.76724 0.57923 -0.10207 0.359
Br -2.04212 -1.95139 0.14568 -0.098
H -2.35294 1.13893 1.42934 0.329
H 2.47193 -0.89091 -0.91836 0.351
H 2.16912 -1.19705 0.86714 0.266
H 1.80953 -2.60402 -0.46087 0.329
H -0.13955 -0.85499 -1.29549 0.661

***

10
Properties=species:S:1:pos:R:3:mulliken_charge:R:1 method="wB97M-V/def2-TZVPD" lumo_ev=0.76 spin_multiplicity=1 total_energy_ha=-2766.45679 homo_ev=-10.2 homo_lumo_gap_ev=10.99 e_above_lowest_kj_mol=208.1 mol_weight_g_mol=137.0
C -0.08509 -0.00853 0.30536 0.233
C -1.28491 0.31177 -0.53462 -0.007
C 1.35974 -0.32289 0.10281 -1.107
O -0.66579 1.26314 0.31143 -0.358
Br -3.10815 -0.36024 -0.09352 -0.170
H -0.45710 -0.59447 1.52368 0.182
H -1.06493 0.44491 -1.60726 0.341
H 1.75422 0.05535 -0.92140 0.280
H 1.61775 -1.32291 0.28221 0.336
H 1.93425 0.53385 0.63132 0.270

***

11
Properties=species:S:1:pos:R:3:mulliken_charge:R:1 method="wB97M-V/def2-TZVPD" lumo_ev=-0.41 spin_multiplicity=1 total_energy_ha=-3164.64135 homo_ev=-8.4 homo_lumo_gap_ev=7.96 e_above_lowest_kj_mol=236.8 mol_weight_g_mol=169.0 smiles="C=C=O.C=S.Br"
C -0.46727 -0.98590 0.16277 -0.817
C -1.26152 -0.72759 -0.88339 0.681
O -1.88979 -0.46476 -1.82762 -0.357
H -0.39946 -0.31892 0.98598 0.294
H 0.07544 -1.93659 0.11482 0.231
C -1.05670 2.07599 -0.13580 -0.538
S 0.30353 1.57194 -0.86337 -0.115
H -1.35254 1.91998 0.81882 0.359
H -1.76532 2.64549 -0.74738 0.272
Br 4.08461 -0.76333 0.11601 -0.213
H 3.75838 -0.68377 1.59971 0.204

***

10
Properties=species:S:1:pos:R:3:mulliken_charge:R:1 method="wB97M-V/def2-TZVPD" lumo_ev=-0.74 spin_multiplicity=1 total_energy_ha=-3089.42924 homo_ev=-9.3 homo_lumo_gap_ev=8.51 e_above_lowest_kj_mol=156.9 mol_weight_g_mol=153.0 smiles="S=CBr.C=C"
S -2.49084 -2.09631 0.01101 -0.152
C -1.07864 -1.88606 -0.75061 -0.172
Br -0.82456 -2.18840 -2.58189 -0.027
H -0.21362 -1.58133 -0.04767 0.333
C 0.89716 1.33148 -0.08444 -0.472
C 0.62333 1.19763 1.18872 -0.416
H 0.24487 0.93155 -0.82392 0.255
H 1.78306 1.82640 -0.46349 0.211
H 1.38306 1.62753 1.89603 0.190
H -0.32384 0.83751 1.65625 0.250

***

10
Properties=species:S:1:pos:R:3:mulliken_charge:R:1 method="wB97M-V/def2-TZVPD" lumo_ev=-0.13 spin_multiplicity=1 total_energy_ha=-3089.37489 homo_ev=-8.2 homo_lumo_gap_ev=8.08 e_above_lowest_kj_mol=299.6 mol_weight_g_mol=153.0
C 1.84969 0.26181 -1.90234 0.073
C -0.62681 -0.32670 -0.20167 -0.607
C 0.67208 0.39906 0.05599 -0.676
S 2.20477 1.41199 -2.88885 -0.199
Br 2.25913 -1.55548 -2.01106 -0.045
H -0.33530 -1.39874 -0.51025 0.220
H -1.09737 -0.09235 0.75038 0.296
H -1.26421 0.08350 -1.05446 0.229
H 0.64063 1.42841 0.21191 0.396
H 1.26604 0.10047 0.93043 0.313

***

10
Properties=species:S:1:pos:R:3:mulliken_charge:R:1 method="wB97M-V/def2-TZVPD" lumo_ev=0.71 spin_multiplicity=1 total_energy_ha=-3089.44748 homo_ev=-8.9 homo_lumo_gap_ev=9.65 e_above_lowest_kj_mol=109.0 mol_weight_g_mol=153.0 smiles=Br[C@H]1CCS1
Br -2.89498 -0.47067 -0.07166 -0.163
C -1.07632 -0.01893 0.54684 -0.148
C 0.11936 -0.78705 -0.12358 -0.755
C 1.13010 0.66603 -0.35347 -0.418
S -0.33554 1.61523 0.10181 -0.124
H -1.04667 -0.02230 1.58420 0.417
H -0.00613 -1.13646 -1.13053 0.300
H 0.47048 -1.55517 0.49016 0.342
H 2.03876 0.92861 0.32748 0.262
H 1.60095 0.78070 -1.37126 0.286

***

9
Properties=species:S:1:pos:R:3:mulliken_charge:R:1 method="wB97M-V/def2-TZVPD" lumo_ev="-1.03 / -1.03" spin_multiplicity=1 total_energy_ha=-577.30348 homo_ev="-9.2 / -9.2" homo_lumo_gap_ev="8.18 / 8.18" e_above_lowest_kj_mol=445.6 mol_weight_g_mol=76.5
C 0.61000 -0.63462 0.00184 -0.502
C 2.39871 2.04299 0.25959 -0.172
C -0.42879 0.16219 -0.39463 -0.250
Cl 1.34965 3.21066 -0.29413 -0.025
H 0.51577 -1.60274 -0.10889 0.278
H 1.50902 -0.23285 0.35795 0.240
H -1.28681 -0.38086 -0.87927 0.215
H -0.23204 1.17201 -0.41414 0.069
H 3.38086 2.23432 -0.15050 0.147

***

11
Properties=species:S:1:pos:R:3:mulliken_charge:R:1 method="wB97M-V/def2-TZVPD" lumo_ev=0.62 spin_multiplicity=1 total_energy_ha=-1137.53522 homo_ev=-11.3 homo_lumo_gap_ev=11.93 e_above_lowest_kj_mol=56.1 mol_weight_g_mol=131.0 smiles=CCC(F)(Cl)Cl
C 1.07759 -0.44786 -0.57742 -0.926
C 0.17302 -0.23397 0.49390 -0.462
C -1.08637 0.51869 0.20845 0.455
F -1.69169 0.67393 1.49438 -0.229
Cl -0.74481 2.18279 -0.48684 -0.158
Cl -2.43675 -0.29544 -0.71908 -0.147
H 2.10999 -0.32684 -0.16744 0.282
H 1.09621 0.37908 -1.36809 0.266
H 0.97176 -1.40887 -1.16990 0.274
H 0.70329 0.14337 1.41260 0.311
H -0.17224 -1.18488 0.87946 0.334

***

14
Properties=species:S:1:pos:R:3:mulliken_charge:R:1 method="wB97M-V/def2-TZVPD" lumo_ev="-1.80 / -1.80" spin_multiplicity=1 total_energy_ha=-1317.94206 homo_ev="-10.2 / -10.2" homo_lumo_gap_ev="8.45 / 8.45" e_above_lowest_kj_mol=233.7 mol_weight_g_mol=174.0 smiles="C[C@@H](Cl)[C@@H](Cl)OON=O"
C -1.56040 -0.55684 0.93183 -1.320
C -1.20644 -0.36879 -0.57391 0.058
Cl -1.82221 1.17587 -1.13036 -0.159
C 0.28963 -0.50368 -0.77034 0.121
Cl 0.54908 -0.91468 -2.47315 -0.191
O 0.87602 0.71597 -0.31926 -0.126
O 2.30830 0.66903 -0.17623 -0.308
N 3.09159 1.35050 1.09564 0.326
O 3.39596 2.44931 0.71258 -0.106
H -1.16427 -1.45841 1.35408 0.368
H -1.08339 0.30935 1.48401 0.295
H -2.61834 -0.42871 1.13179 0.357
H -1.75437 -1.13828 -1.08201 0.395
H 0.69882 -1.30063 -0.18467 0.290

***

13
Properties=species:S:1:pos:R:3:mulliken_charge:R:1 method="wB97M-V/def2-TZVPD" lumo_ev=-0.92 spin_multiplicity=1 total_energy_ha=-1852.46203 homo_ev=-8.4 homo_lumo_gap_ev=7.49 e_above_lowest_kj_mol=0.0 mol_weight_g_mol=191.0
C -1.36432 1.50012 -0.15074 0.069
C 0.05303 -0.49449 -0.25800 -1.094
C -0.16459 0.89601 0.35769 0.115
O -4.49295 0.54076 -0.68782 -0.345
P -5.79517 -0.26412 -0.43236 0.213
S -2.82732 1.63266 -0.57351 0.039
Cl -5.08848 -2.17225 -0.14557 -0.244
Cl -6.23150 0.19273 1.52066 -0.248
H -0.73053 -1.17564 0.06022 0.335
H 1.01850 -0.88795 0.05623 0.316
H 0.04178 -0.42674 -1.34373 0.346
H -0.24659 0.80994 1.44659 0.257
H 0.68522 1.55324 0.13309 0.243

***

13
Properties=species:S:1:pos:R:3:mulliken_charge:R:1 method="wB97M-V/def2-TZVPD" lumo_ev=0.56 spin_multiplicity=1 total_energy_ha=-1607.31179 homo_ev=-9.2 homo_lumo_gap_ev=9.78 e_above_lowest_kj_mol=129.9 mol_weight_g_mol=175.4 smiles="[H]/N=C(/NC)C(Cl)(Cl)Cl"
H -1.67039 2.01304 -0.14086 0.232
N -0.72679 2.07034 -0.14439 -0.724
C -0.41223 0.81432 -0.18187 0.405
N 0.94304 0.47396 -0.23954 -0.137
C 1.68980 -0.64966 0.12132 -0.814
C -1.37937 -0.40139 0.02571 0.331
Cl -1.47739 -0.73709 1.75766 -0.092
Cl -0.91310 -1.85120 -0.84278 -0.103
Cl -3.00543 0.03270 -0.51485 -0.167
H 1.28255 1.26479 -0.45897 0.191
H 1.97224 -1.43970 -0.84235 0.172
H 1.18729 -1.31283 1.00408 0.266
H 2.50979 -0.27727 0.45685 0.440

***

15
Properties=species:S:1:pos:R:3:mulliken_charge:R:1 method="wB97M-V/def2-TZVPD" lumo_ev=-2.59 spin_multiplicity=1 total_energy_ha=-2667.29001 homo_ev=-6.0 homo_lumo_gap_ev=3.42 e_above_lowest_kj_mol=42.7 mol_weight_g_mol=250.0
K -1.18906 -0.34250 -0.32108 0.794
Cl 3.91319 2.60852 0.76725 -0.073
C 3.39474 1.07148 1.64603 0.403
Cl 4.76738 -0.45184 1.36754 -0.090
Cl 3.12405 1.75399 3.40812 -0.060
C 2.16884 1.00812 0.86638 -0.047
N 1.39479 0.44102 0.26352 -0.109
Cl -3.69646 0.55645 -1.94370 -0.310
C -2.76067 1.79663 -1.05510 -0.774
H -3.61616 2.22921 0.02606 0.084
H -3.05926 2.53555 -1.96130 0.113
N -0.91200 -2.88772 -0.65856 -0.708
H -0.96296 -3.71673 0.00419 0.256
H -0.70943 -3.54053 -1.37176 0.224
H -1.85700 -3.06165 -1.03757 0.299

***

11
Properties=species:S:1:pos:R:3:mulliken_charge:R:1 method="wB97M-V/def2-TZVPD" lumo_ev=0.73 spin_multiplicity=1 total_energy_ha=-777.18720 homo_ev=-11.2 homo_lumo_gap_ev=11.89 e_above_lowest_kj_mol=109.2 mol_weight_g_mol=114.5 smiles=C[C@](F)(Cl)CF
C 0.98702 0.60356 0.52201 -1.163
C 0.13849 -0.56721 -0.01841 0.671
F 0.20129 -1.54228 0.91924 -0.249
Cl 1.03073 -1.33256 -1.56154 -0.222
C -1.18808 -0.18756 -0.31744 -0.417
F -0.98976 1.00924 -1.05262 -0.283
H 2.11733 0.40725 0.61121 0.306
H 0.35752 1.08912 1.37666 0.305
H 0.77126 1.44608 -0.06189 0.425
H -1.85331 0.06013 0.47447 0.313
H -1.57249 -0.98577 -0.89170 0.314

***

12
Properties=species:S:1:pos:R:3:mulliken_charge:R:1 method="wB97M-V/def2-TZVPD" lumo_ev=0.70 spin_multiplicity=1 total_energy_ha=-1175.40957 homo_ev=-9.7 homo_lumo_gap_ev=10.44 e_above_lowest_kj_mol=15.3 mol_weight_g_mol=146.6 smiles=FC(F)[C@@H](S)CCl
F -1.70767 -1.42487 -0.40091 -0.249
C -1.39207 -0.15142 -0.07340 0.072
F -1.53045 0.01239 1.25925 -0.261
C 0.07370 0.20819 -0.37779 -0.169
S 0.19628 1.98738 0.09033 -0.188
C 1.01020 -0.70923 0.37013 -0.586
Cl 2.69616 -0.50526 0.22415 -0.173
H -2.21584 0.46907 -0.41061 0.312
H 0.21031 0.10508 -1.43725 0.360
H 1.16625 2.36779 -0.72773 0.150
H 0.70106 -0.65500 1.38305 0.356
H 0.79208 -1.70411 0.10078 0.377